(1)
One molecule with the formula C5H13N in a non-equilibrium geometry. Source: OMol25; level of theory: ωB97M-V with the def2-TZVPD basis set.

As for the structure (SMILES): CCNC(C)C. For the HOMO energy, the calculation gives -8.5 eV. The value obtained for the gap between HOMO and LUMO is 9.62 eV. Its net charge is 0.

Structure (XYZ):
```
19
C5H13N, DFT ωB97M-V with the def2-TZVPD basis set
C -2.50535 0.00148 -0.78842
C -1.38184 -1.10652 -0.59993
N -0.28213 -0.85668 0.49319
C 1.35460 0.70353 1.65834
C 1.25462 -0.33867 0.48625
C 1.62433 0.43784 -0.82341
H -3.18766 -0.38481 -1.57405
H -1.91000 0.87463 -0.84523
H -3.14885 0.30844 0.07053
H -1.95307 -1.97241 -0.40840
H -0.74686 -1.44747 -1.52791
H -0.49406 0.00611 0.92576
H 1.04279 0.37685 2.70237
H 2.42316 1.11533 1.55113
H 0.71842 1.61567 1.38297
H 1.93101 -1.18796 0.64238
H 0.75787 0.28830 -1.42184
H 1.96665 1.45411 -0.55648
H 2.53636 0.11223 -1.36725
```

***

(2)
One molecule with the formula C5H13N in a non-equilibrium geometry. Source: OMol25; level of theory: ωB97M-V with the def2-TZVPD basis set.

As for the structure (SMILES): CC[C@@H](C)NC. For the HOMO energy, the calculation gives -8.1 eV. The value obtained for the gap between HOMO and LUMO is 9.31 eV. Its net charge is 0.

Structure (XYZ):
```
19
C5H13N, DFT ωB97M-V with the def2-TZVPD basis set
C -0.97697 0.43654 2.21003
N -0.15556 0.95290 1.16129
C -0.33740 -0.97739 -2.09329
C -0.70644 0.04929 -1.00312
C 0.27078 -0.07978 0.16880
C 1.73453 0.18717 -0.13918
H -0.43727 -0.09493 3.01441
H -1.81606 -0.16578 1.85371
H -1.45798 1.17345 2.85744
H 0.42027 1.75080 1.33262
H 0.66336 -0.85458 -2.51290
H -0.99387 -1.11374 -2.94644
H -0.20740 -1.95318 -1.60414
H -0.68653 1.00335 -1.53056
H -1.71193 -0.11150 -0.61754
H 0.08271 -1.03429 0.66294
H 1.83061 1.24620 -0.40185
H 2.42277 -0.09888 0.64141
H 2.06237 -0.31564 -1.05363
```

***

(3)
A 2-piece molecular cluster, C5H13N overall in a non-equilibrium geometry. Source: OMol25; level of theory: ωB97M-V with the def2-TZVPD basis set.

As for the structure (SMILES): C=CN.CCC. For the HOMO energy, the calculation gives -8.2 eV. The value obtained for the gap between HOMO and LUMO is 9.26 eV. Its net charge is 0.

Structure (XYZ):
```
19
C5H13N, DFT ωB97M-V with the def2-TZVPD basis set
C 0.13973 0.41291 -1.16721
C -0.65110 -1.01524 -0.87836
C -2.17758 -0.70739 -1.10159
H 0.09291 1.16156 -0.38988
H 1.22654 0.39945 -1.21758
H -0.18286 0.94733 -2.21963
H -0.25121 -1.78508 -1.53429
H -0.52967 -1.22926 0.15698
H -2.32801 -0.40327 -2.06871
H -2.65436 -0.09196 -0.38417
H -2.73057 -1.65190 -1.19122
C 2.02582 -0.34433 1.02310
C 1.54546 0.70046 1.76883
N 0.22654 0.98710 2.04630
H 1.27030 -1.11511 0.78363
H 2.95227 -0.51183 0.65575
H 2.30709 1.47398 2.22276
H -0.42095 0.75755 1.26883
H 0.13965 2.01502 2.22645
```

***

(4)
One molecule with the formula C5H13N in a non-equilibrium geometry. Source: OMol25; level of theory: ωB97M-V with the def2-TZVPD basis set.

As for the structure (SMILES): CCCCCN. For the HOMO energy, the calculation gives -9.2 eV. The value obtained for the gap between HOMO and LUMO is 10.40 eV. Its net charge is 0.

Structure (XYZ):
```
19
C5H13N, DFT ωB97M-V with the def2-TZVPD basis set
C 0.87646 -1.46534 1.98418
C 1.34653 -0.52288 0.92035
C 0.42523 0.42481 0.18096
C -0.65254 -0.39341 -0.62517
C -1.35921 0.64514 -1.63723
N -0.75627 2.04308 -1.58692
H 0.17604 -0.96419 2.57902
H 0.25858 -2.38316 1.65545
H 1.70663 -1.83806 2.64042
H 1.91135 -1.17073 0.18169
H 2.18888 0.04157 1.31730
H -0.09119 0.93688 0.99601
H 1.06472 1.10657 -0.39319
H 0.01373 -1.06688 -1.36060
H -1.29944 -1.19463 -0.10340
H -1.18262 0.25846 -2.70655
H -2.44146 0.70306 -1.23131
H -0.88784 2.23487 -0.61802
H -1.29758 2.60484 -2.19299
```

***

(5)
One molecule with the formula C5H13N2 in a non-equilibrium geometry. Source: OMol25; level of theory: ωB97M-V with the def2-TZVPD basis set.

The multiplicity is 2. For the HOMO energy (alpha / beta), the calculation gives -8.6 / -8.6 eV. The value obtained for the gap between HOMO and LUMO (alpha / beta) is 9.69 / 8.67 eV. Its net charge is 0.

Structure (XYZ):
```
20
C5H13N2, DFT ωB97M-V with the def2-TZVPD basis set
C -2.18483 -0.82718 0.53463
C -1.25354 -0.44137 -0.62566
C -0.58108 0.94526 -0.60465
C 0.80158 1.00236 0.09528
C 1.84826 0.17923 -0.68934
N 2.09237 -1.12028 -0.10128
N 0.60757 0.50082 1.45910
H -3.21197 -1.00394 0.23192
H -1.93314 -1.79451 1.00110
H -2.42315 -0.03681 1.25225
H -1.77897 -0.52537 -1.56056
H -0.44063 -1.18725 -0.61807
H -0.42017 1.19064 -1.66107
H -1.21623 1.63731 -0.02582
H 1.35746 -0.55266 -1.40120
H 3.04111 -1.45676 -0.26838
H 2.71898 0.73960 -1.00203
H 0.69095 1.05047 2.29623
H 1.16644 -0.33885 1.55246
H 1.11901 2.03928 0.13511
```

***

(6)
A 2-piece molecular cluster, C5H13N2 overall. Source: OMol25; level of theory: ωB97M-V with the def2-TZVPD basis set.

For the HOMO energy, the calculation gives -13.5 eV. The value obtained for the gap between HOMO and LUMO is 8.39 eV. Its net charge is +1.

Structure (XYZ):
```
20
C5H13N2, DFT ωB97M-V with the def2-TZVPD basis set
C 1.83228 0.39310 -1.20568
C 2.75674 0.76181 -2.08112
C 1.24645 -1.29726 0.42809
N 2.03990 -0.77806 -0.43071
H 0.90267 0.90803 -1.02812
H 3.67716 0.20666 -2.20259
H 2.59802 1.63580 -2.68805
H 1.56994 -2.21258 0.90522
H 0.29571 -0.81902 0.65377
H 2.89461 -1.29378 -0.61654
C -2.58928 -0.70931 0.65427
C -1.90695 0.46091 1.33703
N -0.93945 1.11120 0.42773
H -1.84956 -1.42994 0.29708
H -3.24794 -1.24052 1.33808
H -3.18828 -0.38802 -0.19660
H -2.66329 1.15954 1.69933
H -1.35802 0.11874 2.21773
H -1.46461 1.45778 -0.37533
H -0.60612 1.95492 0.86639
```

***

(7)
An isolated ion of composition C5H13N2 and charge +1 in a non-equilibrium geometry. Source: OMol25; level of theory: ωB97M-V with the def2-TZVPD basis set.

As for the structure (SMILES): N/C=C/CCC[NH3+]. For the HOMO energy, the calculation gives -11.5 eV. The value obtained for the gap between HOMO and LUMO is 8.34 eV. Its net charge is +1.

Structure (XYZ):
```
20
C5H13N2, DFT ωB97M-V with the def2-TZVPD basis set
C -1.41090 1.34301 0.25216
C -1.88674 -0.09326 0.45859
C -0.75549 -1.09615 0.67876
N 2.80886 -0.26077 -0.14545
C 1.73581 -0.92780 0.32331
C 0.47574 -0.92329 -0.22465
N -0.84168 1.52527 -1.12554
H -2.14100 2.10851 0.45594
H -0.55264 1.48414 0.90799
H -2.55364 -0.31826 -0.36703
H -2.53273 -0.14633 1.33856
H -0.35338 -1.14025 1.69432
H -1.19955 -2.09142 0.55370
H 3.59333 -0.06932 0.44973
H 2.85636 0.07314 -1.09838
H 1.96068 -1.61489 1.13805
H 0.28022 -1.17996 -1.26438
H -0.02188 0.85835 -1.10785
H -0.63516 2.50664 -1.29160
H -1.49997 1.20667 -1.84352
```

***

(8)
C5H13N2 as an isolated structure in a non-equilibrium geometry. Source: OMol25; level of theory: ωB97M-V with the def2-TZVPD basis set.

For the HOMO energy, the calculation gives -12.5 eV. The value obtained for the gap between HOMO and LUMO is 7.58 eV. Its net charge is +1.

Structure (XYZ):
```
20
C5H13N2, DFT ωB97M-V with the def2-TZVPD basis set
C -0.53219 -2.47908 1.27554
C -0.64717 -1.33557 0.20020
C 0.66823 -1.22409 -0.64934
C 2.01327 -0.25943 -0.20452
C 1.18554 0.61814 -0.56518
N -2.38470 4.60828 -0.91530
N 2.84948 -0.70807 0.76663
H 0.50305 -2.39120 1.60251
H -0.78196 -3.42656 0.81136
H -1.26129 -2.20390 2.02304
H -1.47484 -1.49801 -0.50243
H -0.86732 -0.32392 0.57687
H 0.42202 -1.25314 -1.69961
H 1.34850 -2.03955 -0.41760
H 0.45316 1.05755 -1.23465
H -2.70124 5.53979 -1.14607
H -3.12480 4.17669 -0.37407
H -2.29330 4.07031 -1.76748
H 3.84420 -0.69403 0.55595
H 2.78137 -0.23421 1.66414
```

***

(9)
A 2-piece molecular cluster, C5H13N2 overall in a non-equilibrium geometry. Source: OMol25; level of theory: ωB97M-V with the def2-TZVPD basis set.

For the HOMO energy, the calculation gives -14.0 eV. The value obtained for the gap between HOMO and LUMO is 9.63 eV. Its net charge is +1.

Structure (XYZ):
```
20
C5H13N2, DFT ωB97M-V with the def2-TZVPD basis set
C -0.24451 0.34057 -2.79498
C -0.85576 -1.68680 -1.57324
N -0.28853 -0.53881 -1.59684
H 0.75982 0.76357 -2.89797
H -0.89607 1.19935 -2.56873
H -0.59216 -0.18633 -3.69618
H -1.53180 -2.02956 -2.37649
H -0.81243 -2.17673 -0.63720
H 0.06044 -0.14109 -0.57851
C 0.37775 -0.92344 2.56634
C -0.32647 0.14487 1.68362
C 0.98203 1.96056 0.96971
N 0.49175 0.79937 0.67964
H -0.42367 -1.58603 2.99913
H 1.03001 -1.57965 1.93615
H 0.95364 -0.49030 3.38059
H -0.84725 0.80916 2.44886
H -1.18541 -0.30453 1.12490
H 0.50256 2.64877 1.66917
H 1.96146 2.23486 0.50792
```

***

(10)
C5H13N2 as an isolated structure in a non-equilibrium geometry. Source: OMol25; level of theory: ωB97M-V with the def2-TZVPD basis set.

For the HOMO energy, the calculation gives -12.6 eV. The value obtained for the gap between HOMO and LUMO is 9.52 eV. Its net charge is +1.

Structure (XYZ):
```
20
C5H13N2, DFT ωB97M-V with the def2-TZVPD basis set
C 0.22350 -1.60856 0.79915
C -0.94210 -1.00701 0.05525
C -0.91701 0.50020 0.23145
C -2.00494 1.18590 0.63229
C 0.83071 1.13358 -1.49707
N 0.34843 1.07085 -0.08083
N 1.45879 -0.80577 0.41835
H 0.34016 -2.67532 0.68158
H 0.15802 -1.45659 1.87636
H -0.90384 -1.25619 -1.03836
H -1.91365 -1.44928 0.25264
H -1.92771 2.05702 1.27356
H -2.96510 0.77533 0.36930
H -0.02921 1.58641 -2.01756
H 0.94138 0.12257 -1.90554
H 1.72203 1.75680 -1.51630
H 0.61295 1.89414 0.44750
H 2.16715 -0.83074 1.13408
H 1.74941 -1.04848 -0.52558
H 1.05105 0.05514 0.40972
```

***

(11)
C5H13N2 as an isolated structure in a non-equilibrium geometry. Source: OMol25; level of theory: ωB97M-V with the def2-TZVPD basis set.

For the HOMO energy, the calculation gives -14.2 eV. The value obtained for the gap between HOMO and LUMO is 6.96 eV. Its net charge is +1.

Structure (XYZ):
```
20
C5H13N2, DFT ωB97M-V with the def2-TZVPD basis set
C -1.16442 1.44104 -0.18580
C -1.45947 -0.06334 -0.22246
C -0.18046 -1.10661 -0.22366
C 0.98629 -0.59969 -0.87355
C 2.25022 -0.50185 -0.14099
N 2.22884 0.71697 0.72600
N -2.66746 -0.22147 0.52409
H -0.11186 1.65545 -0.39609
H -1.20483 1.73759 0.86496
H -1.91028 1.89640 -0.83636
H -1.84805 -0.32620 -1.21117
H -0.74849 -1.96590 -0.57990
H 0.05571 -1.24086 0.84104
H 1.20940 -0.81481 -1.92432
H 3.15112 -0.31005 -0.71161
H 1.68279 0.76179 1.57422
H 2.18748 1.58820 0.21573
H -1.70376 -0.20454 1.12947
H 2.26433 -1.30805 0.60166
H -3.01712 -1.13407 0.82873
```

***

(12)
An isolated ion of composition C5H13N2 and charge +1 in a non-equilibrium geometry. Source: OMol25; level of theory: ωB97M-V with the def2-TZVPD basis set.

As for the structure (SMILES): C=C(N)C[C@H](C)[NH3+]. For the HOMO energy, the calculation gives -13.5 eV. The value obtained for the gap between HOMO and LUMO is 10.51 eV. Its net charge is +1.

Structure (XYZ):
```
20
C5H13N2, DFT ωB97M-V with the def2-TZVPD basis set
C 1.82690 -1.36544 -1.22303
C 0.97872 -0.65348 -0.14835
C 0.11687 0.43798 -0.79623
C -0.75302 1.16566 0.19880
C -0.87261 2.49666 0.29752
N -1.46780 0.34033 1.18177
N 0.06932 -1.71363 0.42504
H 1.13039 -1.56683 -2.03967
H 2.03797 -2.40180 -0.94800
H 2.75542 -0.98497 -1.64556
H 1.61114 -0.25074 0.63687
H 0.90030 1.03231 -1.28537
H -0.44295 0.05111 -1.66416
H -0.45396 3.20667 -0.41395
H -1.15075 2.87350 1.28613
H -1.13470 0.60631 2.11234
H -2.39520 0.75568 1.22396
H 0.52214 -2.41428 1.00997
H -0.79583 -1.18430 0.82292
H -0.35951 -2.30414 -0.29611
```

***

Number 1: total energy -252.95059 hartree. Number 2: total energy -253.02693 hartree. Number 3: total energy -252.96879 hartree. Number 4: total energy -252.99516 hartree. Number 5: total energy -307.69064 hartree. Number 6: total energy -307.52507 hartree. Number 7: total energy -307.52678 hartree. Number 8: total energy -307.40523 hartree. Number 9: total energy -307.50126 hartree. Number 10: total energy -307.47708 hartree. Number 11: total energy -307.33504 hartree. Number 12: total energy -307.54961 hartree.